<P>
Density functional theory data (ωB97M-V/def2-TZVPD) for a cluster of 13 separate species, C4H34NO13 in total.

The value obtained for the HOMO-LUMO gap is 8.096 eV. As for the charge: -1.

Last column: natural (NBO) charge in e.
Cartesian coordinates (Å):
C: -1.34 -1.74 2.59  -0.633
C: -2.42 -0.60 2.62  -0.210
N: -1.94 0.78 2.56  -0.651
C: -1.72 1.37 1.25  -0.239
C: -0.71 0.70 0.26  -0.071
O: 0.59 0.87 0.62  -0.962
H: -1.69 -2.68 2.94  0.212
H: -0.94 -1.61 1.59  0.208
H: -0.51 -1.39 3.23  0.205
H: -2.95 -0.74 3.61  0.167
H: -3.16 -0.80 1.83  0.172
H: -1.06 0.74 3.06  0.379
H: -2.75 1.41 0.79  0.172
H: -1.35 2.41 1.46  0.195
H: -0.82 1.17 -0.76  0.144
H: -0.90 -0.42 0.14  0.147
H: 3.38 -1.06 2.60  0.468
H: 2.15 -0.65 3.41  0.498
O: 2.77 -1.39 3.28  -0.983
H: 1.35 -2.70 1.03  0.494
H: 1.88 -3.14 2.29  0.480
O: 1.55 -3.57 1.48  -1.002
H: 1.32 -0.49 0.31  0.496
H: 2.44 -1.00 -0.46  0.473
O: 1.67 -1.40 0.00  -1.020
H: -2.17 -1.10 -3.25  0.498
H: -1.38 0.28 -3.42  0.495
O: -1.31 -0.71 -3.45  -1.035
H: 1.46 0.95 -0.64  0.509
H: 2.21 0.42 -1.94  0.502
O: 2.11 1.24 -1.43  -0.977
H: 2.34 -2.43 -1.87  0.490
H: 2.84 -3.54 -0.89  0.484
O: 3.05 -3.07 -1.71  -0.978
H: 1.33 2.36 0.93  0.502
H: 1.40 3.82 0.86  0.457
O: 1.67 3.11 1.48  -0.996
H: -0.85 2.04 -3.08  0.512
H: -2.04 2.37 -4.04  0.475
O: -1.88 1.86 -3.24  -1.029
H: 1.23 2.04 -2.19  0.520
H: 0.30 3.46 -2.70  0.472
O: 0.56 2.56 -2.90  -1.030
H: 1.05 0.39 2.36  0.501
H: 1.19 1.67 2.92  0.506
O: 1.09 0.77 3.29  -1.010
H: -4.33 -0.10 -1.84  0.468
H: -3.23 0.75 -2.55  0.506
O: -3.85 0.01 -2.67  -0.983
H: 0.76 -0.83 -3.98  0.491
H: 0.42 -1.27 -2.59  0.506
O: 1.19 -1.12 -3.16  -0.994


<Q>
Density functional theory data (ωB97M-V/def2-TZVPD) for a cluster of 13 separate species, C4H34NO13 in total.

The value obtained for the HOMO-LUMO gap is 8.495 eV. As for the charge: -1.

Last column: natural (NBO) charge in e.
Cartesian coordinates (Å):
C: -2.55 0.52 1.92  -0.632
C: -1.52 1.66 2.13  -0.230
N: -0.17 1.16 2.52  -0.676
C: 0.80 1.01 1.44  -0.255
C: 0.30 0.35 0.14  -0.102
O: 0.48 -1.02 0.18  -0.938
H: -3.47 0.91 1.49  0.206
H: -2.20 -0.28 1.23  0.217
H: -2.79 -0.01 2.90  0.208
H: -1.87 2.36 2.93  0.183
H: -1.48 2.32 1.15  0.182
H: -0.28 0.32 3.08  0.389
H: 1.24 2.00 1.23  0.172
H: 1.68 0.39 1.83  0.214
H: 0.89 0.67 -0.73  0.170
H: -0.76 0.55 -0.10  0.160
H: -1.32 -3.58 0.78  0.454
H: -0.93 -3.10 2.13  0.503
O: -1.44 -3.83 1.61  -0.989
H: -2.89 -2.42 -0.07  0.480
H: -3.16 -3.17 1.14  0.478
O: -3.63 -2.69 0.49  -0.999
H: -0.63 -1.64 -0.52  0.518
H: -1.02 -2.82 -1.56  0.486
O: -1.44 -2.14 -0.97  -1.047
H: -0.76 3.53 -2.42  0.475
H: -0.26 3.18 -1.00  0.508
O: -0.59 2.77 -1.84  -1.001
H: 1.32 -1.32 -1.30  0.492
H: 1.29 -0.55 -2.64  0.502
O: 1.83 -1.20 -2.13  -1.033
H: -2.46 0.43 -2.24  0.467
H: -2.06 -1.04 -2.09  0.507
O: -2.24 -0.30 -2.70  -0.973
H: 1.93 -1.31 0.82  0.507
H: 3.23 -2.17 0.48  0.476
O: 2.89 -1.47 1.02  -1.017
H: 2.96 1.90 -0.87  0.516
H: 1.93 2.53 -1.83  0.476
O: 2.49 2.74 -1.08  -1.002
H: 3.09 -0.16 -1.49  0.501
H: 3.47 -0.11 -0.02  0.497
O: 3.62 0.32 -0.86  -1.010
H: 0.10 -1.52 1.62  0.511
H: 0.99 -2.05 2.88  0.485
O: 0.06 -1.85 2.61  -1.029
H: 0.34 3.61 1.12  0.486
H: 1.34 3.61 -0.08  0.510
O: 0.54 4.03 0.24  -0.980
H: 0.09 1.40 -2.70  0.491
H: -0.67 0.21 -3.22  0.500
O: 0.21 0.63 -3.25  -1.014


Energies relative to the minimum, eV: <P> 1.077; <Q> 0.000


<P>
Density functional theory data (ωB97M-V/def2-TZVPD) for a cluster of 2 separate species, C10H18N3O in total.

The value obtained for the HOMO-LUMO gap is 9.274 eV. As for the charge: +1.

Last column: natural (NBO) charge in e.
Cartesian coordinates (Å):
C: -0.30 1.98 1.32  -0.213
C: 0.64 1.88 2.52  -0.653
C: -2.45 1.02 0.64  0.688
N: -1.27 0.83 1.35  -0.578
N: -2.92 2.23 0.34  -0.759
N: -3.20 -0.05 0.36  -0.788
H: -1.01 2.82 1.48  0.174
H: 0.24 2.01 0.36  0.222
H: 0.85 2.95 2.68  0.234
H: 1.59 1.31 2.34  0.230
H: -0.78 -0.02 1.09  0.434
H: -2.55 3.11 0.63  0.429
H: -3.83 2.25 -0.08  0.417
H: -2.65 -0.92 0.32  0.448
H: -4.19 -0.09 0.19  0.427
H: 0.32 1.71 3.54  0.244
C: 3.74 -0.16 -2.09  -0.638
C: 1.32 -2.07 0.11  -0.271
C: 0.12 -1.66 -0.41  0.266
C: 2.53 -1.59 -0.45  -0.169
C: 2.47 -0.80 -1.60  -0.019
C: 0.00 -0.80 -1.51  -0.294
C: 1.23 -0.34 -2.05  -0.180
O: -0.98 -1.75 0.46  -0.762
H: 1.39 -2.69 1.01  0.228
H: 3.51 -1.86 -0.11  0.230
H: -0.89 -0.49 -2.04  0.237
H: -0.99 -2.43 1.14  0.514
H: 3.65 0.84 -2.48  0.224
H: 4.11 -0.80 -2.85  0.231
H: 1.12 0.28 -2.93  0.222
H: 4.49 0.03 -1.33  0.225


<Q>
Density functional theory data (ωB97M-V/def2-TZVPD) for a cluster of 2 separate species, C10H18N3O in total.

The value obtained for the HOMO-LUMO gap is 8.678 eV. As for the charge: +1.

Last column: natural (NBO) charge in e.
Cartesian coordinates (Å):
C: -1.63 -2.16 -2.50  -0.639
C: -2.15 0.49 0.14  -0.300
C: -2.12 -0.27 -1.03  -0.190
C: -1.67 -0.12 1.39  0.329
C: -1.40 -1.45 -1.12  -0.056
C: -0.80 -1.21 1.24  -0.306
C: -0.66 -1.81 -0.02  -0.207
O: -1.92 0.57 2.54  -0.687
H: -2.60 1.44 0.16  0.206
H: -2.76 0.04 -1.88  0.227
H: -1.57 0.29 3.41  0.510
H: -0.19 -1.64 2.01  0.225
H: -0.80 -2.63 -2.98  0.223
H: -1.87 -1.37 -3.21  0.208
H: -0.08 -2.71 0.08  0.226
H: -2.41 -2.90 -2.67  0.244
C: 2.39 0.18 0.48  -0.278
C: 3.15 -0.05 1.83  -0.613
C: 0.59 1.64 -0.29  0.731
N: 1.36 1.14 0.62  -0.516
N: -0.24 2.74 0.06  -0.875
N: 0.69 1.12 -1.55  -0.772
H: 3.32 0.42 -0.18  0.234
H: 2.15 -0.90 0.08  0.228
H: 3.95 -0.85 1.80  0.252
H: 2.47 -0.33 2.59  0.210
H: 1.33 1.53 1.55  0.441
H: -0.13 3.60 -0.50  0.417
H: -1.24 2.57 0.12  0.425
H: 1.07 0.17 -1.84  0.450
H: 0.11 1.54 -2.32  0.434
H: 3.65 0.92 1.99  0.218


<R>
Density functional theory data (ωB97M-V/def2-TZVPD) for a cluster of 2 separate species, C10H18N3O in total.

The value obtained for the HOMO-LUMO gap is 7.435 eV. As for the charge: +1.

Last column: natural (NBO) charge in e.
Cartesian coordinates (Å):
C: -0.47 2.66 3.12  -0.626
C: -1.26 -1.22 1.85  0.288
C: -0.44 -1.18 3.03  -0.219
C: -1.83 -0.13 1.22  -0.336
C: -0.12 0.17 3.43  -0.178
C: -1.52 1.17 1.58  -0.212
C: -0.71 1.23 2.70  -0.051
O: -1.41 -2.56 1.43  -0.683
H: -0.03 -1.86 3.64  0.231
H: -2.14 -2.67 0.88  0.472
H: -2.62 -0.39 0.58  0.218
H: 0.51 0.25 4.43  0.241
H: -1.84 2.10 1.13  0.224
H: 0.19 2.72 4.07  0.216
H: -1.20 3.32 3.40  0.227
H: 0.02 3.15 2.36  0.200
C: 0.82 -1.77 -2.17  -0.256
C: 0.37 -2.26 -3.54  -0.626
C: 1.20 0.65 -1.90  0.691
N: 0.24 -0.37 -1.92  -0.562
N: 2.22 0.71 -2.81  -0.748
N: 0.72 1.95 -1.57  -0.759
H: 0.53 -2.52 -1.36  0.244
H: 1.98 -1.85 -2.08  0.217
H: 0.93 -1.60 -4.16  0.195
H: -0.68 -2.17 -3.68  0.230
H: -0.43 -0.30 -1.13  0.437
H: 2.36 -0.08 -3.40  0.415
H: 2.83 1.46 -3.01  0.433
H: -0.03 2.02 -1.00  0.398
H: 1.34 2.80 -1.40  0.427
H: 0.44 -3.41 -3.71  0.253


Energies relative to the minimum, eV: <P> 0.000; <Q> 1.056; <R> 2.341


<P>
Density functional theory data (ωB97M-V/def2-TZVPD) for a structure of composition C3H5NO3.

The value obtained for the HOMO-LUMO gap is 10.280 eV. As for the charge: 0.

Last column: natural (NBO) charge in e.
Cartesian coordinates (Å):
N: 1.22 1.13 0.73  -0.763
C: 0.25 0.40 0.17  0.681
O: -0.81 1.00 -0.35  -0.542
C: -0.13 -1.01 0.61  -0.149
O: -1.16 -1.25 -0.33  -0.516
C: -0.85 -0.25 -1.29  0.586
O: 0.41 -0.25 -1.62  -0.692
H: 2.01 0.66 1.16  0.407
H: 1.38 2.05 0.35  0.416
H: 0.71 -1.70 0.53  0.199
H: -0.55 -1.01 1.62  0.203
H: -1.66 -0.18 -2.03  0.170


<Q>
Density functional theory data (ωB97M-V/def2-TZVPD) for the molecule C3H5NO3.

The value obtained for the HOMO-LUMO gap is 10.565 eV. As for the charge: 0. As for the SMILES: O=CCNC(=O)O.

Last column: natural (NBO) charge in e.
Cartesian coordinates (Å):
O: -0.97 -1.48 2.31  -0.490
C: -0.75 -0.88 1.29  0.429
C: 0.38 -1.34 0.31  -0.310
N: 0.81 -0.35 -0.69  -0.643
C: 0.42 0.94 -0.99  0.879
O: 0.87 1.54 -1.93  -0.641
O: -0.54 1.48 -0.21  -0.697
H: -1.60 -0.52 0.70  0.120
H: -0.11 -2.15 -0.21  0.218
H: 1.18 -1.75 0.93  0.217
H: 1.28 -0.77 -1.47  0.409
H: -0.86 2.20 -0.77  0.509


<R>
Density functional theory data (ωB97M-V/def2-TZVPD) for the molecule C3H5NO3.

The value obtained for the HOMO-LUMO gap is 9.059 eV. As for the charge: 0.

Last column: natural (NBO) charge in e.
Cartesian coordinates (Å):
C: 0.12 0.93 0.50  0.733
C: 0.22 -0.22 -0.86  -0.044
N: -0.93 -0.61 -1.43  -0.772
C: 0.62 -0.88 0.32  0.117
O: -1.20 1.20 0.67  -0.699
O: 1.90 -0.92 0.78  -0.649
O: 1.01 1.64 0.90  -0.613
H: -1.26 2.09 1.06  0.499
H: 2.39 -0.18 0.38  0.500
H: -1.44 0.05 -2.00  0.395
H: -1.48 -1.39 -1.08  0.365
H: 0.04 -1.70 0.76  0.170


Energies relative to the minimum, eV: <P> 1.421; <Q> 0.000; <R> 2.333